ORCA calculation (wB97M-V/def2-TZVPD) on 3 unconnected molecules or ions with the total composition C2H10N2O2 at a distorted geometry.

Last column: natural (NBO) charge in e.
Atoms and positions in Å:
C  -2.195  -0.605  -0.280  -0.122
C  -2.292  0.627  0.209  -0.023
N  -3.001  1.673  -0.391  -0.834
N  -1.266  -1.525  0.207  -0.881
H  -2.863  -0.888  -1.089  0.155
H  -1.688  0.964  1.045  0.180
H  -2.808  2.597  -0.059  0.378
H  -3.190  1.581  -1.371  0.377
H  -1.570  -2.457  0.428  0.364
H  -0.275  -1.471  0.040  0.402
H  2.668  -0.919  -0.170  0.480
H  1.946  -0.703  1.140  0.471
O  1.846  -1.139  0.286  -0.946
H  4.817  0.880  -0.783  0.472
H  4.722  0.920  0.763  0.471
O  5.149  0.465  0.024  -0.942

Its highest occupied orbital energy is -7.21 eV. The molar mass comes out at 94.114 g mol⁻¹. Its SMILES is N/C=C/N.O.O. The largest force on an atom comes out at 1.11 eV Å⁻¹. The energy above the lowest of the compared OMol25 structures with the same formula, charge and spin is 1.106 eV.

ORCA calculation (wB97M-V/def2-TZVPD) on a molecular structure, C24H19N4O3SZn at a distorted geometry.

Last column: natural (NBO) charge in e.
Atoms and positions in Å:
Zn  0.126  -0.882  -0.532  1.670
C  2.646  -1.271  -2.659  -0.647
C  3.084  -1.211  -1.239  0.304
C  4.427  -1.043  -0.888  -0.224
C  4.774  -0.980  0.445  -0.115
C  3.786  -1.126  1.412  -0.214
C  2.475  -1.301  1.000  0.159
N  2.150  -1.335  -0.305  -0.616
C  1.344  -1.452  1.935  0.309
C  1.399  -1.569  3.322  -0.224
C  0.202  -1.684  4.017  -0.126
C  -1.016  -1.688  3.349  -0.208
C  -0.996  -1.578  1.960  0.202
N  0.166  -1.472  1.332  -0.623
C  -2.148  -1.641  1.036  0.160
C  -3.468  -1.715  1.449  -0.214
C  -4.461  -1.853  0.485  -0.119
C  -4.101  -1.943  -0.844  -0.229
C  -2.751  -1.851  -1.198  0.307
C  -2.305  -1.977  -2.610  -0.635
N  -1.820  -1.688  -0.269  -0.585
H  2.876  -0.329  -3.153  0.259
H  1.568  -1.440  -2.708  0.204
H  3.161  -2.075  -3.183  0.246
H  5.178  -0.951  -1.657  0.237
H  5.801  -0.824  0.741  0.237
H  4.028  -1.086  2.459  0.230
H  2.335  -1.564  3.856  0.235
H  0.221  -1.780  5.093  0.239
H  -1.938  -1.777  3.900  0.235
H  -3.719  -1.649  2.494  0.230
H  -5.498  -1.911  0.780  0.237
H  -4.846  -2.064  -1.614  0.237
H  -2.813  -1.250  -3.240  0.256
H  -2.537  -2.977  -2.977  0.242
H  -1.228  -1.810  -2.671  0.202
O  1.020  1.131  0.960  -0.985
S  1.096  1.681  -0.381  2.278
O  2.377  1.588  -1.011  -0.927
N  -0.065  0.861  -1.222  -1.123
C  -1.229  1.557  -1.225  0.652
O  -2.315  1.051  -1.430  -0.601
C  -0.995  2.998  -0.909  -0.156
C  -1.919  4.028  -0.987  -0.148
C  -1.514  5.306  -0.625  -0.183
C  -0.213  5.557  -0.216  -0.176
C  0.711  4.523  -0.110  -0.203
C  0.293  3.262  -0.464  -0.233
H  -2.926  3.834  -1.313  0.242
H  -2.221  6.119  -0.673  0.230
H  0.083  6.562  0.042  0.232
H  1.715  4.690  0.243  0.240

Its highest occupied orbital energy is -11.88 eV. The molar mass comes out at 508.898 g mol⁻¹. As for the charge: +1. The largest force on an atom comes out at 1.42 eV Å⁻¹. The energy above the lowest of the compared OMol25 structures with the same formula, charge and spin is 0.000 eV.

ORCA calculation (wB97M-V/def2-TZVPD) on 2 unconnected molecules or ions with the total composition C4H11O at a distorted geometry.

Last column: natural (NBO) charge in e.
Atoms and positions in Å:
C  2.150  1.662  -0.951  -0.189
O  1.237  0.694  -1.195  -0.992
H  2.168  2.478  -1.717  0.073
H  3.207  1.293  -0.896  0.068
H  2.035  2.166  0.048  0.060
C  -1.081  0.451  0.958  -0.599
C  -0.716  -0.898  0.342  -0.437
C  -1.594  -2.061  0.737  -0.608
H  -0.389  1.206  0.601  0.261
H  -2.128  0.694  0.724  0.167
H  -0.999  0.388  2.047  0.166
H  -0.590  -0.838  -0.743  0.242
H  0.349  -0.966  0.573  0.230
H  -1.658  -2.905  0.050  0.196
H  -2.657  -1.780  0.777  0.180
H  -1.378  -2.393  1.749  0.184

Its highest occupied orbital energy is -2.03 eV. The molar mass comes out at 75.131 g mol⁻¹. As for the charge: -1. The largest force on an atom comes out at 1.37 eV Å⁻¹. The energy above the lowest of the compared OMol25 structures with the same formula, charge and spin is 0.374 eV.

ORCA calculation (wB97M-V/def2-TZVPD) on a molecular structure, CHBrS at a distorted geometry.

Last column: natural (NBO) charge in e.
Atoms and positions in Å:
C  1.472  -0.669  0.057  -0.488
S  1.721  -2.217  0.005  0.192
Br  2.850  0.547  0.007  0.151
H  -0.038  0.310  -0.313  0.145

Its highest occupied orbital energy is -9.22 eV. The molar mass comes out at 124.990 g mol⁻¹. The largest force on an atom comes out at 3.90 eV Å⁻¹. The energy above the lowest of the compared OMol25 structures with the same formula, charge and spin is 2.726 eV.